This record from the OMol25 dataset describes C20H27FN4O4 in the gas phase. The level of theory is wB97M-V/def2-TZVPD.

Output
- DFT total energy: -38046.5137 eV
- LUMO energy: 0.5570 eV
- Frontier orbital gap: 9.4 eV
- Energy relative to the best compared isomer or geometry (same formula, charge and spin): 32.9 kJ/mol
- E_HOMO: -8.8349 eV
- SMILES string: CCN(C[C@@H](C)NC(=O)c1cc(O)nn1C)C(=O)[C@@H](Cc1ccc(F)cc1)OC

ORCA input file:
```
! wB97M-V def2-TZVPD RIJCOSX def2/J DEFGRID3
* xyz 0 1
C -1.20372 2.34671 1.21864
C -0.89329 1.57794 -0.06210
N -0.26442 0.28010 0.16707
C 1.18587 0.20708 0.10695
C 1.89638 0.68326 1.37659
C 1.42687 -0.02402 2.64157
N 3.32504 0.49871 1.16567
C 4.24121 1.34522 1.69268
O 3.94055 2.36850 2.28779
C 5.65283 0.93894 1.48676
C 6.19718 -0.26953 1.08522
C 7.57554 -0.03269 1.10401
O 8.53669 -0.92617 0.78750
N 7.86672 1.19719 1.47573
N 6.67884 1.78606 1.71044
C 6.66436 3.16805 2.15764
C -0.94720 -0.86471 0.45979
O -0.38071 -1.89800 0.76078
C -2.47820 -0.84117 0.29830
C -2.84922 -1.02735 -1.18075
C -2.05628 -2.09775 -1.88532
C -1.12039 -1.75254 -2.85269
C -0.34844 -2.71651 -3.48933
C -0.53387 -4.03501 -3.13394
F 0.20720 -4.98514 -3.74234
C -1.45441 -4.41980 -2.17778
C -2.21290 -3.44276 -1.55629
O -3.07721 -1.88548 1.01592
C -2.95281 -1.74761 2.41856
H -1.68769 3.29531 0.98189
H -1.87402 1.77522 1.86268
H -0.29759 2.56005 1.78420
H -1.80140 1.45252 -0.65039
H -0.20933 2.15655 -0.68498
H 1.44473 -0.83636 -0.07977
H 1.52784 0.80928 -0.73759
H 1.75698 1.75870 1.49275
H 0.36574 0.15977 2.81514
H 1.57150 -1.10123 2.55736
H 1.98529 0.35313 3.49819
H 3.64358 -0.34358 0.71614
H 5.69768 -1.19209 0.84558
H 9.38902 -0.48785 0.89904
H 5.99000 3.75818 1.54314
H 6.33397 3.23245 3.19184
H 7.68290 3.53036 2.06233
H -2.88379 0.11515 0.65224
H -3.91686 -1.25439 -1.20292
H -2.71065 -0.08095 -1.70621
H -0.98654 -0.70962 -3.11787
H 0.38027 -2.45833 -4.24519
H -1.56108 -5.46649 -1.92852
H -2.92394 -3.72013 -0.78981
H -3.52230 -2.55636 2.86970
H -1.91026 -1.82269 2.73406
H -3.37041 -0.78914 2.75130
*
```

This record from the OMol25 dataset describes a molecular structure, C20H27N3O2 in a non-equilibrium geometry. The level of theory is wB97M-V/def2-TZVPD.

Output
- DFT total energy: -29730.3391 eV
- LUMO energy: 0.1281 eV
- Frontier orbital gap: 8.0 eV
- Energy relative to the best compared isomer or geometry (same formula, charge and spin): 1445.8 kJ/mol
- E_HOMO: -7.8718 eV

ORCA input file:
```
! wB97M-V def2-TZVPD RIJCOSX def2/J DEFGRID3
* xyz 0 1
C 3.00301 2.25146 2.12278
H 3.44476 1.26432 2.36932
H 2.28148 2.65516 2.63975
H 3.81820 2.93383 2.12615
C 2.52792 2.03563 0.42847
N 1.36456 1.18010 0.42063
C 1.53604 -0.20732 0.53271
N 0.62870 -0.91688 0.15919
C -0.66454 -0.45634 0.01518
C -0.87965 0.80542 -0.02958
C 0.06111 2.01025 0.26099
O -0.11978 3.11465 0.27861
C -2.32571 1.12924 -0.37650
C -2.94388 1.72534 1.13960
H -4.01104 1.93451 0.87080
H -3.00588 0.72595 1.86959
H -2.36641 2.27506 1.62945
C -3.17645 0.13038 -0.86691
C -2.83340 -1.04947 -0.38123
C -3.98907 -2.04088 -0.10795
C -3.76851 -3.34917 0.21548
C -2.57118 -3.58733 0.90354
C -1.43287 -2.64647 0.72232
C -1.72581 -1.44596 0.31004
H -0.43660 -2.82669 0.77384
H -2.18390 -4.64107 1.15046
H -4.51752 -4.24556 0.37301
H -4.91271 -1.66721 -0.60558
H -2.89108 0.07905 -1.88060
H -4.16686 0.39318 -0.87513
C -2.34272 2.66056 -1.23410
C -3.76134 2.99333 -1.77077
H -3.59049 3.98395 -2.18617
H -4.40454 3.09009 -0.82059
H -4.24379 2.22371 -2.28894
H -1.70621 2.52390 -2.02842
H -1.83926 3.37460 -0.82850
N 2.88567 -0.52847 0.81104
H 3.62553 0.13167 0.34972
C 3.08725 -1.79306 0.31663
C 3.84196 -2.13646 -1.03781
C 5.00912 -1.36453 -1.11300
H 5.73603 -1.91653 -0.58132
H 5.48542 -1.80278 -2.32813
O 4.96692 0.02814 -1.23852
H 6.08429 0.29314 -1.37945
H 3.15749 -1.68619 -1.85229
H 3.96498 -3.26287 -1.41838
H 3.96490 -2.19141 0.84368
H 2.15069 -2.42965 0.36705
H 2.12348 3.23860 0.25483
H 3.35873 2.01682 -0.14041
*
```

This record from the OMol25 dataset describes 2 unconnected molecules or ions with the total composition C20H27N3O2 in a non-equilibrium geometry. The level of theory is wB97M-V/def2-TZVPD.

Output
- DFT total energy: -29740.7639 eV
- LUMO energy: 0.6968 eV
- Frontier orbital gap: 6.6 eV
- Energy relative to the best compared isomer or geometry (same formula, charge and spin): 439.9 kJ/mol
- E_HOMO: -5.9411 eV

ORCA input file:
```
! wB97M-V def2-TZVPD RIJCOSX def2/J DEFGRID3
* xyz 0 1
C 1.31989 -0.80781 1.21879
C 0.48717 -1.91685 1.86684
O -0.88974 -1.59077 1.70510
C -0.99421 -0.27634 1.30687
O -2.01266 0.35838 1.12662
C 0.35405 0.31693 1.11898
C 0.60134 1.61046 1.00404
H 2.20140 -0.53487 1.80936
H 1.66076 -1.09576 0.21751
H 0.66047 -2.91133 1.43568
H 0.67443 -1.98573 2.94749
H -0.20902 2.30936 1.00973
H 1.60165 1.98298 0.92729
C 4.52042 5.10888 4.22320
C 3.98045 4.95747 2.81130
C 5.01412 5.34892 1.76903
N 2.77327 5.79759 2.64719
N 2.85575 7.05826 2.24709
N 1.62701 7.48705 2.25229
C 1.25913 8.85551 1.84690
C 1.64258 9.06992 0.39453
C 1.92326 9.85728 2.77383
C 0.66859 6.52837 2.67501
C -0.78153 6.72388 2.78258
C -1.36422 7.22621 3.96264
C -2.71596 7.46086 4.03807
C -3.52853 7.20395 2.94797
C -2.98375 6.70715 1.77700
C -1.63355 6.46816 1.69035
C 1.45291 5.38597 2.95529
C 1.02356 4.18339 3.42212
H 5.42329 4.51596 4.37177
H 4.77100 6.15103 4.41937
H 3.78554 4.80599 4.96956
H 3.66754 3.91582 2.63879
H 5.91395 4.73783 1.84211
H 4.61374 5.25695 0.75896
H 5.30591 6.38957 1.90730
H 0.16570 8.92861 1.95226
H 1.37547 10.07079 0.05564
H 2.71780 8.95007 0.26543
H 1.15483 8.34273 -0.25565
H 1.66393 10.88078 2.50341
H 1.63404 9.69153 3.81228
H 3.00749 9.76417 2.72010
H -0.73032 7.43620 4.80603
H -3.14551 7.85889 4.94330
H -4.58497 7.40532 3.00582
H -3.62082 6.52106 0.92741
H -1.20778 6.09308 0.77633
H -0.01412 4.02509 3.62253
H 1.70546 3.38344 3.61740
*
```

This record from the OMol25 dataset describes a molecular structure, C20H27N3O3 in a non-equilibrium geometry. The level of theory is wB97M-V/def2-TZVPD.

Output
- DFT total energy: -31774.8784 eV
- LUMO energy: -0.1731 eV
- Frontier orbital gap: 8.2 eV
- Energy relative to the best compared isomer or geometry (same formula, charge and spin): 1860.9 kJ/mol
- E_HOMO: -8.3317 eV

ORCA input file:
```
! wB97M-V def2-TZVPD RIJCOSX def2/J DEFGRID3
* xyz 0 1
C 2.77279 -2.88390 3.10723
C 3.08127 -1.32265 3.19028
H 2.65929 -1.05275 4.08873
H 4.22787 -1.17269 3.16573
O 2.74025 -0.51011 2.20410
C 1.29063 -0.27241 2.51922
O 0.62287 -0.59040 3.62236
C 0.78985 0.49153 1.23839
C 1.23047 0.49793 -0.05424
N 2.23272 -0.11980 -0.44900
C 1.96454 -1.28736 -1.60437
H 3.11409 -1.57728 -1.94603
H 1.70997 -0.47338 -2.37549
C 1.13947 -2.36775 -1.12995
N 0.02296 -1.88399 -0.71286
C -1.07609 -1.73020 -1.57237
C -2.31203 -0.99781 -1.04750
O -2.89150 -1.96820 -0.05645
C -2.01850 -2.14337 0.74081
C -0.74005 -2.80034 0.46281
H 0.14333 -2.84844 1.18376
H -0.94300 -3.91246 0.12031
H -2.52551 -2.88991 1.60294
H -1.86616 -1.25123 1.49335
H -3.01077 -1.18339 -2.18990
H -2.19546 -0.09561 -0.78784
H -0.54165 -0.86410 -2.35658
H -1.32853 -2.74804 -2.34302
H 1.12822 -3.07412 -1.79617
H 1.68905 -2.76155 -0.21836
H 2.67757 -0.69491 0.23030
C 0.59269 1.44067 -0.95562
C 0.92901 1.78058 -2.18512
C 0.35749 2.67628 -2.93997
C -0.92672 3.13755 -2.55107
C -1.62199 2.76514 -1.44148
C -0.62151 2.07543 -0.59526
N -1.38624 1.90713 0.98755
C -0.50576 1.18615 1.64298
H -0.92786 0.99700 2.72066
C -2.85748 3.61862 -0.75694
H -3.40921 2.65440 -0.02171
C -2.39911 4.73572 0.02011
H -1.76796 4.59071 0.91272
H -3.30323 5.11790 0.23451
H -1.93607 5.64952 -0.73592
H -3.39134 3.88474 -1.68130
H -1.54806 3.93581 -3.25232
H 0.67604 2.82110 -4.10176
H 1.95518 1.30381 -2.38626
H 3.36486 -3.50984 3.76914
H 3.20425 -3.26870 2.02540
H 1.73512 -3.01101 2.96145
*
```